ORCA calculation (ωB97M-V/def2-TZVPD) on C9H11N in the gas phase at a distorted geometry.

Each line ends with the natural charge from an NBO analysis.
Atoms and positions in Å:
1 C 1.928 0.698 0.078  -0.21
2 H 2.756 -0.839 -0.922  0.35
3 H -3.154 -0.668 -0.282  0.21
4 H -1.900 0.370 2.130  0.21
5 H -0.714 2.328 0.578  0.21
6 C -1.415 0.700 -0.921  -0.21
7 H -1.895 1.292 -1.682  0.21
8 H 2.579 -1.137 0.697  0.36
9 N 2.800 -0.442 0.016  -0.83
10 C -0.193 -0.218 -1.168  -0.23
11 H 2.072 1.341 -0.828  0.19
12 H 0.325 -0.318 -2.106  0.21
13 H -0.876 -2.341 -0.555  0.21
14 C -1.379 0.201 1.214  -0.21
15 C -2.101 -0.417 -0.057  -0.20
16 C 0.482 0.328 0.090  -0.01
17 C -0.878 -1.318 -0.309  -0.21
18 H 0.283 -1.387 1.767  0.21
19 H 2.199 1.362 0.956  0.19
20 C -0.193 -0.789 0.963  -0.23
21 C -0.726 1.252 0.340  -0.22

Values from the calculation:
Relative energy (zero: lowest compared OMol25 entry of this formula, charge and spin) in kJ/mol: 378.64
Frontier orbital gap in eV: 10.0
SMILES string: NC[C@]12[C@H]3[C@@H]4C5[C@H]3[C@H]1[C@@H]5[C@@H]42

---

ORCA calculation (ωB97M-V/def2-TZVPD) on a gas-phase ion, C9H11N2O (charge +1) at a distorted geometry.

Each line ends with the natural charge from an NBO analysis.
Atoms and positions in Å:
1 N 3.512 0.671 0.299  -0.23
2 O 4.745 1.220 0.389  -0.52
3 H 2.188 -1.994 -0.652  0.43
4 H -4.489 -1.426 0.385  0.24
5 H -4.956 1.035 -0.286  0.24
6 C -1.469 1.006 -0.080  -0.19
7 H 1.338 0.349 0.860  0.20
8 C -3.709 -0.707 0.134  -0.18
9 C 3.487 -0.575 -0.105  0.33
10 C 1.193 -0.486 0.246  -0.10
11 H -2.142 -2.203 0.249  0.21
12 C -1.312 -0.373 -0.097  -0.11
13 H 4.780 2.201 0.522  0.52
14 C -3.887 0.629 -0.104  -0.20
15 H -3.020 2.621 -0.550  0.24
16 H 4.366 -1.192 -0.263  0.26
17 C -2.417 -1.182 0.100  -0.19
18 C 0.040 -0.982 -0.252  -0.10
19 H 2.739 1.276 0.592  0.43
20 C -2.796 1.450 -0.271  -0.19
21 H -0.590 1.740 -0.175  0.21
22 N 2.323 -1.185 -0.153  -0.49
23 H 0.075 -1.892 -0.785  0.21

Values from the calculation:
Relative energy (zero: lowest compared OMol25 entry of this formula, charge and spin) in kJ/mol: 317.71
Net charge: +1
Frontier orbital gap in eV: 8.1
SMILES string: ON/C=[NH+]\C=C\c1ccccc1

---

ORCA calculation (ωB97M-V/def2-TZVPD) on C9H11N3 in the gas phase at a distorted geometry.

Each line ends with the natural charge from an NBO analysis.
Atoms and positions in Å:
1 H 1.825 0.803 -3.310  0.36
2 H 1.514 -0.478 -4.461  0.38
3 H -1.002 2.086 0.028  0.22
4 N 0.312 0.059 -1.738  -0.26
5 H 0.318 3.404 1.756  0.21
6 C 1.101 0.252 2.733  -0.22
7 C -1.483 -1.564 -0.487  -0.42
8 H 1.172 2.108 3.712  0.21
9 N 1.435 -0.213 -3.501  -0.60
10 C 0.227 2.289 1.886  -0.21
11 N 0.451 -0.648 -2.761  0.01
12 H -1.453 -2.381 -1.096  0.22
13 C 0.945 1.609 2.831  -0.22
14 H 1.684 -0.283 3.453  0.21
15 H -1.624 -1.925 0.598  0.22
16 C -2.155 -0.252 -0.820  -0.41
17 H -2.589 0.259 -0.004  0.22
18 H -2.525 -0.030 -1.800  0.22
19 C -0.631 -0.356 -0.667  0.04
20 C 0.760 -0.383 1.582  -0.20
21 C -0.030 0.293 0.612  -0.01
22 C -0.299 1.624 0.779  -0.20
23 H 0.993 -1.497 1.371  0.22

Values from the calculation:
Relative energy (zero: lowest compared OMol25 entry of this formula, charge and spin) in kJ/mol: 403.02
Frontier orbital gap in eV: 10.1
SMILES string: N/N=N/C1(c2ccccc2)CC1

---

ORCA calculation (ωB97M-V/def2-TZVPD) on a molecular structure, C9H11N3O2PtS.

Each line ends with the natural charge from an NBO analysis.
Atoms and positions in Å:
1 C 2.958 0.767 0.911  -0.25
2 H 5.045 -1.376 -0.691  0.21
3 H 2.953 1.561 1.646  0.21
4 H 5.051 0.432 1.013  0.21
5 N -1.599 -1.287 -2.048  -0.42
6 C 4.122 -0.888 -0.411  -0.29
7 C 2.938 -1.240 -1.002  -0.13
8 N -0.669 -0.677 -1.212  -0.27
9 H -2.203 0.927 3.554  0.21
10 O 0.652 1.040 0.731  -0.73
11 H -3.549 -2.033 -3.354  0.40
12 C 1.717 0.403 0.340  0.39
13 H -3.497 1.948 2.888  0.18
14 H 2.920 -2.016 -1.759  0.21
15 C 0.552 -1.063 -1.365  0.15
16 S -3.336 0.066 -0.463  -0.23
17 C -2.828 -0.997 -1.756  0.27
18 H -1.770 2.688 1.354  0.51
19 C -2.422 1.863 3.050  -0.24
20 O -1.717 1.841 1.808  -0.71
21 C 4.119 0.134 0.549  -0.18
22 H -2.059 2.695 3.651  0.19
23 C 1.720 -0.619 -0.656  -0.26
24 N -3.810 -1.579 -2.497  -0.80
25 H 0.685 -1.819 -2.134  0.21
26 H -4.754 -1.263 -2.384  0.40
27 Pt -1.218 0.494 0.235  0.74

Values from the calculation:
Frontier orbital gap in eV: 7.8

---

ORCA calculation (ωB97M-V/def2-TZVPD) on 2 unconnected molecules or ions with the total composition C9H11N3S at a distorted geometry.

Each line ends with the natural charge from an NBO analysis.
Atoms and positions in Å:
1 H -2.088 0.493 -1.028  0.29
2 H 0.757 1.344 -3.939  0.21
3 H 1.933 -1.185 1.881  0.22
4 H 0.659 -2.514 1.230  0.23
5 C 1.396 1.269 -2.922  -0.63
6 S -1.990 1.804 0.988  0.42
7 H 2.298 -2.443 0.527  0.23
8 N 0.527 0.372 0.357  -0.19
9 H 2.368 0.840 -3.176  0.22
10 C 1.423 -0.645 -1.338  -0.34
11 N -2.813 -1.672 1.139  -0.29
12 H 1.624 2.250 -2.572  0.23
13 C 0.839 0.540 -1.739  0.10
14 N 0.304 1.147 -0.677  -0.35
15 C -0.700 0.340 3.050  -0.40
16 C -2.739 -0.699 0.535  0.26
17 H -1.317 0.448 4.061  0.26
18 H 0.208 -0.137 3.303  0.23
19 C -2.739 0.518 -0.160  -0.61
20 C -0.924 0.787 1.812  -0.03
21 H -3.659 0.991 -0.379  0.26
22 H 2.060 -1.283 -1.943  0.22
23 C 1.025 -0.777 -0.009  0.11
24 C 1.545 -1.788 0.998  -0.64

Values from the calculation:
Relative energy (zero: lowest compared OMol25 entry of this formula, charge and spin) in kJ/mol: 424.63
Frontier orbital gap in eV: 8.1

---

ORCA calculation (ωB97M-V/def2-TZVPD) on C9H11NO in the gas phase at a distorted geometry.

Each line ends with the natural charge from an NBO analysis.
Atoms and positions in Å:
1 C -2.732 0.837 -0.533  0.45
2 H -3.398 0.056 -1.047  0.10
3 H 3.522 1.287 -1.002  0.22
4 C -0.617 1.366 0.872  -0.20
5 C 1.813 1.596 0.047  -0.06
6 C 0.629 -0.113 -0.634  0.12
7 H -2.175 -0.317 1.017  0.24
8 H -1.002 -1.011 -1.426  0.22
9 H -0.416 1.315 1.999  0.20
10 H 2.045 2.394 0.615  0.19
11 C 2.559 0.958 -0.888  -0.29
12 C -1.543 0.210 0.237  -0.31
13 H 0.151 -2.808 -0.255  0.22
14 H 2.073 -0.811 -2.269  0.23
15 C -0.586 -0.837 -0.461  -0.24
16 N 0.630 0.949 0.247  -0.33
17 H -1.285 -2.424 0.617  0.20
18 H -0.986 2.316 0.669  0.22
19 O -3.196 1.950 -0.497  -0.52
20 H 0.179 -1.990 1.349  0.22
21 C 1.766 -0.123 -1.384  -0.29
22 C -0.327 -2.097 0.374  -0.59

Values from the calculation:
Relative energy (zero: lowest compared OMol25 entry of this formula, charge and spin) in kJ/mol: 193.30
Frontier orbital gap in eV: 8.8
SMILES string: C[C@@H]1c2cccn2C[C@H]1C=O

---

| no. | E_tot (Eh) | E_HOMO (eV) | E_LUMO (Eh) |
| --- | --- | --- | --- |
| 1 | -404.1058 | -8.8780 | 0.0399 |
| 2 | -533.9313 | -12.0111 | -0.1455 |
| 3 | -513.6865 | -8.9747 | 0.0418 |
| 4 | -1181.8175 | -7.5212 | 0.0116 |
| 5 | -911.8115 | -8.4660 | -0.0126 |
| 6 | -479.4710 | -8.0768 | 0.0272 |